1.
The following is a DFT calculation (the ωB97M-V functional and the def2-TZVPD basis) of a molecular structure, C5H9P.

The geometry in XYZ format:
```
15
Properties=species:S:1:pos:R:3
P -0.17 -0.39 0.20
C -0.19 0.90 -1.08
C -1.37 -0.74 1.33
C -0.25 1.95 -0.04
C 0.72 -1.85 -0.66
C 0.74 1.02 0.92
H -1.38 -0.04 2.12
H 0.04 3.01 -0.44
H 1.47 -2.00 0.00
H 1.81 1.22 0.61
H -1.95 -1.66 1.21
H 0.34 -2.76 -1.00
H 0.30 0.87 -2.05
H -1.19 1.97 0.54
H 1.08 -1.50 -1.66
```

Calculated values
charge	0
multiplicity	1
E_HOMO (alpha / beta)	-7.29 / -7.30	eV
relative energy (zero: lowest compared OMol25 entry of this formula, charge and spin)	5.0439	eV



2.
The following is a DFT calculation (the ωB97M-V functional and the def2-TZVPD basis) of a molecular structure, C8H9NiO6P.

The geometry in XYZ format:
```
25
Properties=species:S:1:pos:R:3
Ni -0.11 -0.78 -0.79
P -0.55 -0.50 3.20
O -0.59 -0.06 -3.60
O 2.66 -0.39 -0.09
O 0.52 -3.61 -0.40
O 0.15 0.13 2.03
O 0.16 4.26 0.54
O -2.91 0.01 -0.63
C 0.49 -1.11 4.58
C -1.50 -1.93 2.59
C 0.09 3.19 0.18
C 1.59 -0.44 -0.54
C -1.81 -0.25 -0.89
C -0.25 -0.28 -2.49
C 0.28 -2.49 -0.61
C -1.63 0.60 4.18
H -2.47 0.99 3.56
H 1.15 -1.92 4.22
H -2.00 -2.37 3.46
H -1.01 1.44 4.57
H -2.25 -1.59 1.85
H -0.81 -2.66 2.15
H -2.01 0.02 5.05
H 1.07 -0.25 4.96
H -0.20 -1.47 5.37
```

Calculated values
charge	+2
multiplicity	3
E_HOMO (alpha / beta)	-17.79 / -18.29	eV



3.
The following is a DFT calculation (the ωB97M-V functional and the def2-TZVPD basis) of a molecular structure, C8H4NO5PtS.

The geometry in XYZ format:
```
20
Properties=species:S:1:pos:R:3
Pt -0.69 -1.06 -0.38
S 0.46 2.90 2.19
O 1.23 -2.85 1.36
O 0.89 0.87 -4.68
O -1.79 1.23 -2.22
O -1.77 -3.49 -2.02
O -2.83 -0.79 1.93
N 0.32 0.68 0.92
C -0.43 1.68 1.36
C 0.65 0.33 -3.70
C 0.69 -2.16 0.61
C 1.93 2.00 1.92
C -1.43 0.42 -1.48
C -2.08 -0.96 1.07
C 1.66 0.85 1.21
C -1.43 -2.57 -1.42
H 0.81 -1.27 -1.09
H -1.50 1.77 1.24
H 2.92 2.32 2.24
H 2.39 0.09 0.92
```

Calculated values
charge	+1
multiplicity	3
E_HOMO (alpha / beta)	-9.56 / -13.64	eV



4.
The following is a DFT calculation (the ωB97M-V functional and the def2-TZVPD basis) of C20H27BrN4O4S in the gas phase.

The geometry in XYZ format:
```
57
Properties=species:S:1:pos:R:3
Br 0.63 0.83 5.82
S 3.11 -0.83 -2.86
O 4.65 -0.58 0.19
O -0.41 -0.81 0.36
O -2.55 -0.82 1.53
O 0.42 -0.72 -2.85
N -1.82 1.09 0.42
N 0.08 1.26 -2.09
N 1.22 0.98 -1.93
N 2.96 0.85 0.16
C 3.07 -0.05 2.40
C -0.17 -2.23 2.27
C -2.78 1.93 0.34
C 1.54 0.81 4.01
C -0.35 -1.95 0.77
C 1.43 -0.14 -2.60
C -2.03 -0.10 -2.85
C 4.10 0.43 -1.93
C -1.63 -0.05 0.81
C 2.74 0.75 1.37
C 0.86 1.30 3.02
C -3.71 1.81 -0.76
C 4.04 0.08 -0.47
C 1.44 1.73 1.68
C -1.33 -3.11 0.28
C 2.78 0.00 3.83
C 1.15 -2.52 0.12
C -2.93 2.02 -1.97
C -0.79 0.25 -2.56
C -2.80 1.02 -3.16
H 2.28 1.32 -0.59
H -4.60 2.05 -0.69
H -1.98 2.61 -2.05
H 1.44 -3.41 0.38
H 1.88 -1.73 0.38
H -0.88 -2.06 2.77
H -3.48 1.63 1.36
H 0.46 -1.42 2.69
H 4.93 0.01 -2.39
H -3.68 2.93 -2.56
H 0.29 -3.17 2.65
H 3.09 -0.48 4.62
H -2.06 -0.85 -3.56
H 3.95 1.40 -2.32
H -1.02 1.33 -0.21
H 4.12 -0.71 2.39
H -2.36 -2.99 0.76
H -2.58 2.82 0.63
H -1.25 -2.87 -0.84
H -3.87 0.55 -3.32
H -2.29 1.75 -4.11
H 0.07 2.20 3.30
H -0.94 -3.98 0.44
H 1.19 -2.36 -1.09
H -4.11 0.55 -0.97
H -2.36 -0.48 -1.85
H 0.85 2.15 0.80
```

Calculated values
charge	0
multiplicity	1
E_HOMO	-7.62	eV
SMILES	CC(C)(C)OC(=O)NCCCCCc1nnc(SCC(=O)Nc2ccc(Br)cc2)o1



5.
The following is a DFT calculation (the ωB97M-V functional and the def2-TZVPD basis) of 10 unconnected molecules or ions with the total composition C27H54Br6O7.

The geometry in XYZ format:
```
94
Properties=species:S:1:pos:R:3
Br 0.63 7.52 -1.10
Br 2.99 3.85 -2.38
Br -0.94 0.53 -0.43
Br 3.12 1.91 0.93
Br 0.31 1.43 -3.85
Br -1.93 -2.60 -4.18
O -1.31 4.09 -1.19
O 5.50 -2.03 1.16
O 2.13 -1.95 -0.25
O -0.17 -1.81 3.77
O -1.59 1.91 3.46
O -0.03 -5.63 1.05
O -6.00 0.48 1.56
C -5.68 -0.35 0.76
C -1.28 -3.63 0.64
C 7.13 -1.15 -0.36
C -1.47 -0.75 -3.65
C 1.74 5.02 -1.51
C -3.40 0.35 3.85
C -4.60 -0.11 -0.21
C 2.92 -2.21 -1.11
C -2.30 3.98 -1.87
C -6.43 -1.70 0.61
C -3.72 2.62 2.79
C -0.84 -5.08 0.36
C -2.34 4.39 -3.33
C 1.84 6.41 -2.12
C 6.17 -1.06 0.90
C 3.52 -3.57 -1.25
C 1.19 2.11 0.62
C 1.03 -1.98 3.65
C -3.62 3.45 -1.37
C 6.26 0.19 1.66
C 3.34 -1.21 -2.12
C -2.77 1.58 3.39
C -1.41 -5.68 -0.89
C 2.11 -0.96 4.04
C 0.49 0.82 0.91
C 1.59 -3.26 3.09
C -0.08 -0.40 -4.21
H 7.26 0.20 2.08
H 0.70 -1.04 -3.74
H 6.02 1.09 1.09
H 5.65 0.03 2.48
H 6.52 -1.60 -1.12
H 2.80 -0.30 -2.17
H -1.43 4.63 -3.88
H -4.06 0.48 4.70
H 1.58 -0.08 4.46
H -2.75 3.60 -3.88
H -4.48 4.00 -1.68
H -2.60 -0.30 4.04
H -2.24 -3.39 0.16
H 2.07 -2.98 2.19
H -4.73 2.54 3.25
H 1.97 4.99 -0.45
H -3.31 3.64 2.79
H -3.68 3.32 -0.30
H -4.61 -0.79 -1.10
H -2.42 -6.15 -0.69
H 3.13 -3.88 -2.19
H 3.32 -1.64 -3.14
H 0.76 4.65 -1.76
H -4.13 -0.06 3.11
H -7.38 -1.68 1.18
H 1.17 2.27 -0.46
H 2.84 6.94 -2.05
H 4.61 -3.44 -1.06
H 2.78 -0.82 3.21
H 0.06 0.72 1.90
H -5.78 -2.48 0.98
H 1.58 6.41 -3.16
H 7.92 -1.85 -0.04
H -3.79 2.44 -1.75
H -0.06 -0.71 -5.25
H 0.79 -3.96 2.88
H -6.62 -2.01 -0.41
H -0.78 -6.49 -1.22
H 3.14 -4.18 -0.50
H 0.81 2.96 1.19
H -1.62 -4.96 -1.73
H 2.79 -1.42 4.81
H 7.58 -0.23 -0.80
H -3.12 5.19 -3.26
H -3.72 -0.18 0.37
H -0.50 -2.95 0.34
H 4.39 -1.05 -1.88
H -4.66 0.89 -0.54
H -1.54 -0.64 -2.57
H 2.14 -3.69 3.89
H -2.19 -0.22 -4.25
H 1.17 -0.02 0.62
H -1.47 -3.57 1.71
H -3.99 2.27 1.75
```

Calculated values
charge	0
multiplicity	1
E_HOMO	-9.03	eV
SMILES	CC(C)=O.CC(C)=O.CC(C)=O.CC(C)=O.CC(C)=O.CC(C)=O.CC(C)=O.BrCCBr.BrCCBr.BrCCBr



6.
The following is a DFT calculation (the ωB97M-V functional and the def2-TZVPD basis) of a gas-phase ion, C4H12N3O (charge +1).

The geometry in XYZ format:
```
20
Properties=species:S:1:pos:R:3
O -1.50 1.43 0.24
N 0.91 1.68 -0.57
N 2.70 -0.91 0.37
N 1.51 -0.16 0.71
C -0.63 -0.52 -0.65
C -1.70 0.23 0.10
C 0.89 0.18 -0.52
C -2.83 -0.62 0.49
H 1.58 -0.24 -1.32
H -0.10 1.94 -0.34
H -2.49 -1.26 1.24
H -0.83 -0.51 -1.76
H 2.75 -1.53 1.08
H 0.94 -0.61 1.41
H 3.51 -0.30 0.55
H -0.66 -1.50 -0.33
H 1.13 2.25 -1.50
H -3.14 -1.19 -0.32
H 1.67 1.78 0.26
H -3.72 -0.16 0.85
```

Calculated values
charge	+1
multiplicity	1
E_HOMO	-13.43	eV
relative energy (zero: lowest compared OMol25 entry of this formula, charge and spin)	3.4563	eV
SMILES	CC(=O)C[C@@H]([NH3+])NN



Copy entry 6 word for word.
The following is a DFT calculation (the ωB97M-V functional and the def2-TZVPD basis) of a gas-phase ion, C4H12N3O (charge +1).

The geometry in XYZ format:
```
20
Properties=species:S:1:pos:R:3
O -1.50 1.43 0.24
N 0.91 1.68 -0.57
N 2.70 -0.91 0.37
N 1.51 -0.16 0.71
C -0.63 -0.52 -0.65
C -1.70 0.23 0.10
C 0.89 0.18 -0.52
C -2.83 -0.62 0.49
H 1.58 -0.24 -1.32
H -0.10 1.94 -0.34
H -2.49 -1.26 1.24
H -0.83 -0.51 -1.76
H 2.75 -1.53 1.08
H 0.94 -0.61 1.41
H 3.51 -0.30 0.55
H -0.66 -1.50 -0.33
H 1.13 2.25 -1.50
H -3.14 -1.19 -0.32
H 1.67 1.78 0.26
H -3.72 -0.16 0.85
```

Calculated values
charge	+1
multiplicity	1
E_HOMO	-13.43	eV
relative energy (zero: lowest compared OMol25 entry of this formula, charge and spin)	3.4563	eV
SMILES	CC(=O)C[C@@H]([NH3+])NN



Q: Which formula does entry 5 have?
A: C27H54Br6O7



Q: What is the multiplicity in the fourth record?
A: 1